Entry 1:
Here is a single C16H23N5O2 molecule from OMol25. Energies are from ωB97M-V/def2-TZVPD.

Atoms and positions in Å:
C (3.5829, -1.4297, 2.7589)
H (4.2460, -1.6399, 1.9224)
H (3.2622, -0.3932, 2.6944)
H (4.1385, -1.5636, 3.6833)
C (2.3620, -2.3525, 2.7442)
C (1.5861, -2.1860, 1.4781)
N (0.5330, -1.4668, 1.4864)
N (-0.1802, -1.2469, 0.3703)
C (0.1196, -1.7857, -0.8662)
O (-0.5797, -1.5590, -1.8427)
C (1.3069, -2.6057, -0.8599)
C (1.9371, -3.3170, -1.8588)
C (3.0541, -3.9345, -1.2776)
C (3.0846, -3.5916, 0.0521)
N (2.0268, -2.7839, 0.3131)
H (3.7843, -3.8741, 0.8126)
H (3.7624, -4.5643, -1.7784)
H (1.6162, -3.3748, -2.8785)
C (-1.3499, -0.4120, 0.5606)
H (-1.9763, -0.5043, -0.3267)
H (-1.8842, -0.7740, 1.4430)
C (-0.9601, 1.0421, 0.8683)
O (-0.9641, 1.4389, 2.0195)
N (-0.5968, 1.8297, -0.1621)
C (-0.7434, 1.5612, -1.5741)
H (0.1467, 1.9605, -2.0716)
C (-2.0097, 2.2811, -2.0969)
N (-2.3323, 3.4783, -1.3374)
C (-3.3528, 3.3250, -0.3098)
C (-4.0341, 4.6597, -0.0199)
H (-4.9065, 4.4961, 0.6073)
H (-3.3677, 5.3424, 0.5001)
H (-4.3493, 5.1225, -0.9511)
H (-4.1053, 2.6345, -0.6985)
H (-2.9642, 2.9046, 0.6291)
C (-1.1167, 4.1156, -0.8815)
C (-0.3134, 3.2316, 0.1010)
H (0.7612, 3.4154, -0.0126)
H (-0.5903, 3.4314, 1.1376)
H (-1.3623, 5.0646, -0.4057)
H (-0.5168, 4.3331, -1.7699)
H (-2.8643, 1.6039, -2.0727)
H (-1.8434, 2.5728, -3.1409)
H (-0.7942, 0.4970, -1.7914)
H (1.7022, -2.0923, 3.5710)
H (2.6733, -3.3933, 2.8526)

Results
HOMO in eV: -8.138
Orbital gap in Ha: 0.3266
Multiplicity: 1
Max |F| in eV Å⁻¹: 0.95
LUMO energy in hartree: 0.027
Net charge: 0

Entry 2:
Here is a single C5H9NO2 molecule from OMol25. Energies are from ωB97M-V/def2-TZVPD.

Atoms and positions in Å:
C (-0.3259, 0.0070, 0.1933)
C (-0.7640, 1.4102, -0.3349)
C (1.2294, 0.0186, 0.1033)
C (0.4931, -2.0493, -0.6948)
C (-0.5570, -1.2774, -0.6951)
H (-1.1370, 0.3768, 2.0631)
H (-0.1843, -1.1263, 1.9981)
H (-0.5133, 1.3728, -1.4605)
H (-1.8717, 1.6442, -0.3026)
H (-0.1683, 3.2907, -0.1562)
H (1.7250, 0.2839, -0.8761)
H (1.9041, 0.2951, 0.9835)
H (0.8632, -2.9887, -1.4159)
H (-1.4864, -1.7483, -1.0277)
N (-0.9555, -0.4362, 1.4535)
O (0.2156, 2.4129, 0.1382)
O (1.5331, -1.4860, 0.0308)

Results
HOMO in eV: -8.641
Orbital gap in Ha: 0.3425
Multiplicity: 1
Max |F| in eV Å⁻¹: 4.18
LUMO energy in hartree: 0.025
Net charge: 0

Entry 3:
Here is a single C23H24N4O4S molecule from OMol25. Energies are from ωB97M-V/def2-TZVPD.

Atoms and positions in Å:
O (2.0840, -2.3249, -3.3813)
C (1.9861, -1.7629, -2.3070)
N (2.5032, -2.2691, -1.1629)
H (2.3609, -1.7800, -0.2953)
C (3.2636, -3.4936, -1.1324)
H (3.1010, -3.9808, -2.0973)
C (4.7831, -3.2707, -0.9587)
N (5.2647, -2.7444, 0.2953)
C (5.0155, -1.3384, 0.5793)
C (4.0605, -1.2547, 1.7956)
H (4.5616, -0.7609, 2.6274)
H (3.1564, -0.6864, 1.5757)
C (3.7524, -2.7132, 2.1508)
H (3.7088, -2.8772, 3.2258)
H (2.7997, -3.0294, 1.7233)
C (4.9160, -3.4752, 1.4991)
H (4.6807, -4.5150, 1.2752)
H (5.7835, -3.4533, 2.1690)
H (4.6225, -0.8323, -0.3035)
H (5.9728, -0.8669, 0.8301)
H (5.1260, -2.5995, -1.7498)
H (5.2717, -4.2387, -1.1083)
H (2.8811, -4.1420, -0.3389)
C (1.2512, -0.4731, -2.1384)
C (0.1492, -0.2366, -2.9549)
C (-0.5709, 0.9357, -2.8391)
C (-0.1924, 1.9027, -1.9144)
C (0.9233, 1.6815, -1.1192)
C (1.6406, 0.5047, -1.2290)
H (2.5222, 0.3711, -0.6183)
H (1.2247, 2.4305, -0.4031)
C (-1.0026, 3.1633, -1.7641)
N (-2.3029, 2.8665, -1.1668)
C (-3.4210, 2.8483, -1.9494)
S (-3.4399, 3.1870, -3.5621)
N (-4.6006, 2.5391, -1.3437)
C (-4.7395, 2.2407, -0.0133)
C (-3.5944, 2.2621, 0.7900)
C (-3.6681, 1.9675, 2.1613)
C (-4.8989, 1.6624, 2.6698)
C (-6.0477, 1.6431, 1.8584)
C (-5.9985, 1.9269, 0.5185)
H (-6.8820, 1.9103, -0.0967)
O (-7.1264, 1.3131, 2.6115)
C (-6.6458, 1.1198, 3.9287)
O (-5.2533, 1.3409, 3.9495)
H (-6.8639, 0.0896, 4.2503)
H (-7.1452, 1.8277, 4.6081)
H (-2.7739, 1.9906, 2.7601)
C (-2.2957, 2.5958, 0.2021)
O (-1.2620, 2.6506, 0.8314)
H (-5.4136, 2.5360, -1.9462)
H (-1.1852, 3.6273, -2.7355)
H (-0.4893, 3.8638, -1.1018)
H (-1.4254, 1.1084, -3.4764)
H (-0.1279, -0.9882, -3.6784)

Results
HOMO in eV: -8.140
Orbital gap in Ha: 0.3063
Multiplicity: 1
Max |F| in eV Å⁻¹: 1.29
LUMO energy in hartree: 0.007
Net charge: 0

Entry 4:
Here is a single C4H6O2 molecule from OMol25. Energies are from ωB97M-V/def2-TZVPD.

Atoms and positions in Å:
O (-0.8821, 0.9369, -1.2372)
C (0.1256, 1.0346, -0.2301)
C (-0.1809, 0.1413, 0.9655)
C (-0.0768, -1.2033, 0.2890)
O (1.0815, -0.9651, -0.6090)
C (1.3132, 0.2882, -0.8828)
H (-0.4581, 0.5854, -2.0371)
H (0.2928, 2.0863, 0.0179)
H (-1.1099, 0.3377, 1.5029)
H (0.1699, -2.0633, 0.9107)
H (-0.9395, -1.4209, -0.3480)
H (0.6642, 0.2422, 1.6581)

Results
HOMO in eV: -8.858
Orbital gap in Ha: 0.3465
Multiplicity: 1
Max |F| in eV Å⁻¹: 0.49
LUMO energy in hartree: 0.021
Net charge: 0

Entry 5:
Here is a molecular structure, C21H26F5GaN3O6S2SbSe4Te from OMol25. Energies are from ωB97M-V/def2-TZVPD.

Atoms and positions in Å:
Ga (1.0549, 0.4417, 0.0536)
C (1.5422, -0.9338, 4.3276)
C (1.6282, 0.1751, 3.3261)
C (2.7877, 1.1079, 3.4341)
O (0.7605, 0.2897, 2.4661)
H (1.3199, -0.5083, 5.3091)
H (2.5075, -1.4370, 4.4021)
H (0.7650, -1.6402, 4.0488)
H (3.0005, 1.3265, 4.4811)
H (2.6318, 2.0141, 2.8564)
H (3.6556, 0.5924, 3.0147)
Se (7.8812, 0.1549, -1.2428)
Sb (5.4895, -0.8046, -1.4770)
Se (5.6234, -1.0128, 1.1412)
Se (6.5248, 1.8296, -0.5465)
Se (4.2084, -2.6295, 1.7504)
N (0.0555, 3.0530, 1.6368)
C (0.0945, 3.2951, 0.2989)
C (-0.4279, 4.4910, -0.2125)
C (-0.4296, 4.7092, -1.5631)
C (0.1582, 3.7572, -2.4042)
C (0.6674, 2.6243, -1.8461)
N (0.6218, 2.3615, -0.5078)
H (-0.4923, 3.6626, 2.2149)
H (0.3402, 2.1631, 2.0138)
H (-0.8729, 5.2003, 0.4723)
H (-0.9080, 5.5823, -1.9805)
H (0.1674, 3.8867, -3.4751)
H (1.1106, 1.8534, -2.4575)
C (0.6271, -6.0284, 0.4676)
S (0.8148, -4.2573, 0.5664)
O (1.5593, -4.0261, -0.7817)
C (-0.8703, -3.7574, 0.3222)
C (-1.4443, -3.7683, -0.9391)
C (-2.7449, -3.3065, -1.0760)
C (-3.4517, -2.8625, 0.0349)
C (-2.8645, -2.8725, 1.2939)
C (-1.5552, -3.3067, 1.4418)
H (0.1585, -6.2812, -0.4809)
H (0.0089, -6.3428, 1.3073)
H (1.6214, -6.4628, 0.5408)
H (-0.8703, -4.0786, -1.8006)
H (-3.2021, -3.2780, -2.0555)
H (-4.4605, -2.4910, -0.0856)
H (-3.4175, -2.5204, 2.1546)
H (-1.0658, -3.2752, 2.4076)
F (2.7494, 0.7710, 0.6031)
Te (2.1529, -2.0352, -1.2854)
F (2.8279, -2.4083, -3.1131)
F (5.8464, -2.7232, -1.6416)
F (1.8094, -0.0233, -1.7640)
F (0.5377, -2.1682, -2.2552)
O (1.0728, -1.4649, 0.1831)
N (-1.0373, 0.0981, 0.2872)
C (-1.9912, 0.8598, -0.4878)
C (-1.9945, 0.7150, -1.8673)
C (-2.7248, 1.6075, -2.6354)
C (-3.4306, 2.6380, -2.0280)
C (-3.5063, 2.7035, -0.6453)
C (-2.7825, 1.8110, 0.1329)
S (-4.0660, 3.9966, -3.0171)
O (-5.1683, 4.5274, -2.2390)
O (-4.4167, 3.3935, -4.2869)
O (-2.8995, 4.8770, -3.0748)
H (-1.0431, -0.8887, 0.0339)
H (-1.2522, 0.1467, 1.2791)
H (-1.3808, -0.0509, -2.3331)
H (-2.7177, 1.5531, -3.7162)
H (-4.1034, 3.4872, -0.1977)
H (-2.7905, 1.8876, 1.2160)

Results
HOMO (alpha / beta) in eV: -7.767 / -7.767
Orbital gap (alpha / beta) in Ha: 0.1848 / 0.1970
Multiplicity: 1
Max |F| in eV Å⁻¹: 0.56
LUMO energy (alpha / beta) in hartree: -0.101 / -0.088
Net charge: 0

Entry 6:
Here is a molecular structure, C3H2Br3O2 from OMol25. Energies are from ωB97M-V/def2-TZVPD.

Atoms and positions in Å:
C (-0.8152, 2.1171, 2.0827)
C (-0.1991, -0.1735, 0.0594)
C (-1.0256, 1.0529, 0.1570)
O (-1.8578, 2.6604, 2.1550)
O (0.3247, 1.9547, 2.3313)
Br (-0.8485, -1.3717, 1.4476)
Br (-0.5345, 2.3213, -1.2925)
Br (-2.9467, 0.5560, -0.0604)
H (0.7429, -0.1152, 0.4509)
H (-0.1451, -0.6068, -0.9052)

Results
HOMO in eV: -3.750
Orbital gap in Ha: 0.2566
Multiplicity: 1
Max |F| in eV Å⁻¹: 2.97
LUMO energy in hartree: 0.119
Net charge: -1

no.,total energy (hartree)
1,-1047.7457
2,-401.0316
3,-1809.0717
4,-306.3831
5,-14766.1920
6,-7988.0874